(1)
# C13H4Cl4F3O3

The ion C13H4Cl4F3O3 with charge -1 at a distorted geometry (ωB97M-V/def2-TZVPD, OMol25).

As for the structure (SMILES): O=C1C(Cl)=C(Cl)C([O-])(Oc2ccccc2C(F)(F)F)C(Cl)=C1Cl. The relative energy (zero: lowest compared OMol25 entry of this formula, charge and spin) is 0.0 kJ/mol. Its HOMO energy is -5.439 eV. The value obtained for the total energy is -77931.55898 eV. For the molecular weight, the calculation gives 407.0 u. As for the charge: -1.

Last column: Mulliken charge in e.
Atoms and positions in Å:
1 O 0.00221 3.45452 2.47384  -0.67
2 C -0.00211 2.23111 2.55495  0.18
3 C 1.27358 1.42756 2.51914  0.41
4 Cl 2.71846 2.35315 2.57433  -0.20
5 C 1.29494 0.09710 2.36061  -0.14
6 Cl 2.70813 -0.80923 2.29762  -0.16
7 C -0.00388 -0.77891 2.12386  0.90
8 O -0.00052 -1.89675 2.67839  -0.76
9 O -0.00010 -0.93347 0.51874  -0.46
10 C -0.00017 -0.43758 -0.66357  0.27
11 C -0.00007 0.94425 -0.95851  0.14
12 C -0.00011 1.47324 -2.27585  -0.95
13 C -0.00017 0.62397 -3.37477  -0.31
14 C -0.00023 -0.76679 -3.18299  -0.71
15 C -0.00022 -1.26810 -1.87195  -0.15
16 C -0.00024 -2.75662 -1.68788  1.11
17 F -0.00026 -3.45983 -2.87123  -0.32
18 F -1.09762 -3.17689 -0.99514  -0.26
19 F 1.09708 -3.17692 -0.99515  -0.26
20 C -1.29467 0.09847 2.36034  -0.13
21 Cl -2.70641 -0.80510 2.29720  -0.16
22 C -1.27335 1.42764 2.51895  0.41
23 Cl -2.71373 2.35436 2.57379  -0.20
24 H -0.00003 1.62845 -0.13491  0.30
25 H -0.00005 2.55813 -2.39831  0.39
26 H -0.00018 1.02725 -4.38825  0.34
27 H -0.00027 -1.43301 -4.05326  0.40

---

(2)
# C13H50N4O12

A cluster of 12 separate species, C13H50N4O12 in total at a distorted geometry (ωB97M-V/def2-TZVPD, OMol25).

As for the structure (SMILES): NC(N)=O.NC(N)=O.CCO.CO.CO.CO.CO.CO.CO.CO.CO.CO. The relative energy (zero: lowest compared OMol25 entry of this formula, charge and spin) is 417.3 kJ/mol. Its HOMO energy is -8.998 eV. The value obtained for the total energy is -44815.33642 eV. For the molecular weight, the calculation gives 454.6 u.

Last column: Mulliken charge in e.
Atoms and positions in Å:
1 N -2.47602 -3.34451 0.98916  -0.18
2 C -1.82038 -3.94201 -0.00311  0.55
3 N -0.82048 -3.18413 -0.36722  0.05
4 O -2.37943 -4.97458 -0.69450  -0.75
5 H -3.10443 -3.98162 1.46914  0.22
6 H -2.17754 -2.49003 1.47006  0.28
7 H -0.04873 -3.63771 -1.01058  0.37
8 H -0.69078 -2.28674 0.06306  -0.31
9 N -1.43461 -2.67298 -2.87663  -0.06
10 C -0.48704 -2.29379 -3.71814  0.42
11 N 0.60401 -2.00332 -3.08394  -0.16
12 O -0.56411 -2.34781 -5.09673  -0.76
13 H -2.28128 -3.08876 -3.28148  0.21
14 H -1.33525 -2.86154 -1.85725  0.27
15 H 1.34834 -1.51575 -3.60271  0.31
16 H 0.46632 -1.65481 -2.14033  -0.10
17 C -1.44540 3.56947 -0.50527  0.11
18 C -2.67509 3.60803 0.49605  -0.33
19 O -2.49606 4.73384 1.36679  -0.59
20 H -1.61283 2.77870 -1.27275  -0.14
21 H -0.57189 3.36015 0.15018  -0.27
22 H -1.24714 4.47504 -1.08196  0.51
23 H -2.99333 2.65125 0.98225  0.11
24 H -3.52461 3.90009 -0.11992  0.39
25 H -2.80007 5.58670 0.99725  0.33
26 C 0.59169 0.92584 3.17212  -0.22
27 O -0.13418 0.28890 4.16772  -0.65
28 H -0.04942 1.62560 2.52508  0.14
29 H 1.18278 0.20929 2.57357  -0.11
30 H 1.25069 1.63565 3.64918  0.48
31 H -0.24102 0.81576 5.03947  0.35
32 C 2.63360 3.02134 1.27844  0.21
33 O 3.53045 3.84588 1.99242  -0.56
34 H 2.94317 3.13624 0.15935  0.15
35 H 1.61095 3.37951 1.32901  0.21
36 H 2.68741 1.99934 1.57796  -0.33
37 H 3.08170 4.07837 2.78217  0.33
38 C -2.60798 -0.11146 2.00441  -0.22
39 O -1.63059 -1.02156 2.27776  -0.62
40 H -3.12864 0.14847 2.90512  0.33
41 H -3.28592 -0.56300 1.27377  0.32
42 H -2.27713 0.74673 1.52756  -0.32
43 H -1.04543 -0.57335 2.87768  0.17
44 C -3.00656 0.34512 -1.54592  0.14
45 O -4.28998 -0.19032 -1.50397  -0.56
46 H -2.31154 -0.49450 -1.52376  0.01
47 H -2.92623 0.93741 -0.61262  -0.28
48 H -2.85259 1.08724 -2.45888  0.23
49 H -4.44412 -0.49459 -2.38417  0.38
50 C 3.96824 -1.62249 1.81005  -0.60
51 O 3.88794 -0.23345 1.58911  -0.42
52 H 3.52683 -2.18971 0.99927  0.20
53 H 3.37985 -1.96218 2.70010  0.22
54 H 5.04372 -1.82156 1.94763  0.35
55 H 4.10657 0.30170 2.35815  0.25
56 C -0.14325 1.16250 -4.12742  -0.22
57 O -0.51570 2.39251 -3.49732  -0.44
58 H 0.91639 0.95998 -4.01739  0.21
59 H -0.52777 1.20213 -5.12779  0.37
60 H -0.62366 0.37068 -3.60818  -0.20
61 H 0.06173 3.11108 -3.72320  0.25
62 C 1.03100 -3.09536 2.89960  -0.51
63 O -0.28578 -3.42178 2.84349  -0.57
64 H 1.53260 -3.75245 3.60320  0.34
65 H 1.16648 -2.06049 3.18916  0.08
66 H 1.33521 -3.23246 1.86293  0.26
67 H -0.50315 -3.46968 1.89563  0.19
68 C 3.27836 0.53676 -1.74887  0.41
69 O 4.43854 0.87535 -2.43441  -0.57
70 H 2.50874 0.57709 -2.48599  -0.26
71 H 2.84092 1.15388 -0.93749  -0.12
72 H 3.32148 -0.53556 -1.39104  0.14
73 H 4.62453 0.20045 -3.10818  0.34
74 C 0.23849 0.50360 -0.44861  0.51
75 O 0.57848 -0.82933 -0.08953  0.88
76 H -0.82709 0.76668 -0.48508  -0.82
77 H 0.77179 0.74739 -1.36369  -0.16
78 H 0.66179 1.09868 0.27181  0.26
79 H 1.49341 -0.89502 0.26916  -0.44

---

> Which of these has the lowest molecular weight?

C13H4Cl4F3O3

---

> Which value of relative energy (zero: lowest compared OMol25 entry of this formula, charge and spin) does entry 1 give?

0.0 kJ/mol

---

> Which value of relative energy (zero: lowest compared OMol25 entry of this formula, charge and spin) does entry 2 give?

417.3 kJ/mol